Computed, not measured: one molecule with the formula C6H9NO, with ωB97M-V/def2-TZVPD.

As for the relative energy (zero: lowest compared OMol25 entry of this formula, charge and spin): 59.3 kcal per mole. Its largest force on an atom is 0.0474 hartree/bohr. The LUMO energy comes out at 0.650 eV. As for the calculated total energy: -9903.03291 eV. Its HOMO-LUMO gap is 9.50 eV. The HOMO energy comes out at -8.849 eV.

Last columns: bonded neighbours and bond lengths (Å).
Positions of all 17 atoms, in Å:
1 C -0.69466 0.24280 2.59168  N2 1.266, H9 1.091, H10 1.076
2 N -0.48028 0.02548 1.36312  C1 1.266, C3 1.404
3 C 0.71196 -0.03472 0.62388  N2 1.404, C4 1.338, C5 1.501
4 C 1.68338 0.87708 0.74243  C3 1.338, H11 1.077, H12 1.081
5 C 0.47752 -0.92761 -0.55983  C3 1.501, C6 1.508, H13 1.102, H14 1.092
6 C -0.14721 -0.25472 -1.75607  C5 1.508, C7 1.500, H15 1.102, H16 1.108
7 C -1.58343 0.14725 -1.59239  C6 1.500, O8 1.203, H17 1.114
8 O -2.15005 0.90848 -2.33175  C7 1.203
9 H 0.11473 -0.00023 3.28156  C1 1.091
10 H -1.67800 0.55178 2.90099  C1 1.076
11 H 2.45699 0.84836 -0.00588  C4 1.077
12 H 1.50859 1.64148 1.48690  C4 1.081
13 H 1.45922 -1.37922 -0.77583  C5 1.102
14 H -0.02557 -1.86080 -0.29688  C5 1.092
15 H 0.36759 0.59609 -2.23044  C6 1.102
16 H 0.06540 -0.90801 -2.62536  C6 1.108
17 H -2.08619 -0.47351 -0.81612  C7 1.114